No. 1
Entry from the OMol25 dataset: a structure of composition C28H41BrGeN4O8S4Si3Y at a distorted geometry (ωB97M-V/def2-TZVPD).

```
91
Properties=species:S:1:pos:R:3:lowdin_spin:R:1
Y 12.844 -14.683 -7.919 0.004
O 12.885 -7.462 -9.729 0.000
C 12.999 -8.514 -9.115 0.000
S 11.541 -9.265 -8.383 0.000
C 12.278 -10.808 -8.088 -0.001
C 13.554 -11.012 -8.394 0.000
S 14.571 -12.438 -8.317 0.000
S 14.405 -9.589 -8.983 0.000
S 11.289 -12.214 -7.608 -0.004
C 15.767 -14.872 -5.974 0.000
O 14.916 -15.503 -6.980 0.000
C 14.976 -16.894 -7.053 0.000
C 16.152 -17.597 -7.145 0.000
C 16.090 -18.970 -7.413 0.000
Br 17.730 -19.867 -7.329 0.000
C 14.846 -19.637 -7.413 0.000
C 13.657 -18.926 -7.252 0.000
C 13.680 -17.482 -7.070 0.000
O 12.585 -16.718 -6.943 0.000
C 12.368 -19.607 -7.246 0.000
N 12.256 -20.871 -7.508 0.000
C 10.948 -21.212 -7.093 0.000
C 10.313 -22.480 -7.242 0.000
C 9.016 -22.592 -6.798 0.000
C 8.399 -21.560 -6.099 0.000
C 9.001 -20.305 -5.924 0.000
C 10.327 -20.136 -6.443 0.000
N 11.178 -19.075 -6.659 0.000
H 15.639 -15.284 -4.964 0.000
H 15.508 -13.815 -5.937 0.000
H 16.799 -14.812 -6.205 0.000
H 17.126 -17.098 -7.096 0.000
H 14.707 -20.702 -7.414 0.000
H 11.847 -16.421 -5.781 0.000
H 10.768 -23.264 -7.799 0.000
H 8.504 -23.543 -6.854 0.000
H 7.407 -21.715 -5.713 0.000
H 8.480 -19.512 -5.449 0.000
H 11.132 -18.113 -6.281 0.000
O 10.513 -14.755 -8.118 0.410
N 9.450 -14.277 -8.766 0.476
O 12.775 -15.898 -11.807 0.002
N 12.929 -15.629 -10.638 0.000
O 12.262 -14.635 -10.161 0.007
O 13.739 -16.222 -9.855 0.000
C 10.961 -13.526 -4.804 0.001
C 11.537 -14.625 -5.604 0.008
O 11.304 -15.794 -5.149 0.004
H 11.083 -12.532 -5.281 0.000
H 11.359 -13.472 -3.842 0.000
H 9.811 -13.717 -4.775 0.001
C 6.890 -14.992 -9.833 -0.001
Si 8.608 -15.672 -9.468 0.039
C 9.664 -16.276 -10.874 0.015
C 8.329 -17.068 -8.259 0.003
Ge 9.594 -12.263 -9.135 0.013
Si 7.603 -11.265 -8.274 0.004
C 7.298 -9.683 -9.147 0.000
C 6.168 -12.379 -8.345 0.001
C 8.012 -11.018 -6.443 0.000
Si 10.079 -11.807 -11.451 0.010
C 11.918 -11.695 -11.729 0.003
C 9.457 -13.290 -12.470 0.000
C 9.271 -10.194 -11.927 0.003
H 6.440 -15.676 -10.521 0.000
H 6.973 -13.924 -10.211 0.000
H 6.395 -14.965 -8.841 0.001
H 9.176 -16.213 -11.798 0.000
H 10.019 -17.307 -10.698 0.002
H 10.528 -15.652 -10.951 0.000
H 7.649 -16.758 -7.418 0.000
H 9.337 -17.241 -7.999 0.000
H 7.971 -17.990 -8.614 0.000
H 7.100 -9.756 -10.240 0.000
H 8.046 -8.905 -8.873 0.000
H 6.404 -9.276 -8.590 0.000
H 6.293 -13.280 -7.849 0.000
H 5.767 -12.622 -9.318 0.000
H 5.326 -11.961 -7.700 0.000
H 8.747 -10.300 -6.221 0.000
H 8.225 -11.972 -5.969 0.000
H 7.013 -10.727 -6.008 0.000
H 12.474 -12.207 -10.902 0.000
H 12.312 -10.664 -11.796 0.000
H 12.046 -12.220 -12.681 0.000
H 9.549 -13.053 -13.519 0.000
H 8.483 -13.725 -12.237 0.000
H 10.130 -14.164 -12.367 0.000
H 8.145 -10.295 -12.068 0.000
H 9.631 -9.979 -12.927 0.000
H 9.499 -9.420 -11.222 0.000
```

Computed properties:
- 2S+1 = 2
- frontier orbital gap (spin up / spin down) (Eh) = 0.2740 / 0.2394
- <S²> = 0.76
- calculated total energy (eV) = -246617.8646

---

No. 2
Entry from the OMol25 dataset: a structure of composition C28H41Cl2IrN7O2Si (ωB97M-V/def2-TZVPD).

```
82
Properties=species:S:1:pos:R:3:lowdin_spin:R:1
Ir 0.308 0.218 0.004 0.048
C -2.802 4.052 -0.186 0.000
N -3.083 2.732 0.362 0.000
C -4.482 2.366 0.525 0.000
C -4.426 0.936 1.058 0.000
N -2.985 0.667 1.142 0.000
C -2.236 -1.629 0.770 0.000
C -2.238 1.746 0.726 0.000
N -0.937 1.739 0.664 0.002
C -0.218 3.006 0.611 0.000
C 1.135 2.785 1.224 0.000
N 1.790 1.736 0.455 0.000
C 3.087 1.681 0.425 0.000
N 4.051 2.346 1.134 0.000
C 3.988 3.658 1.762 0.000
C 5.384 1.898 0.716 0.000
C 5.089 0.563 0.061 0.000
N 3.756 0.843 -0.448 0.000
C 3.032 -0.471 -2.231 0.000
H -3.684 4.365 -0.740 0.000
H -1.970 4.028 -0.882 0.000
H -2.613 4.787 0.596 0.000
H -4.984 2.416 -0.443 0.000
H -4.992 3.049 1.206 0.000
H -4.924 0.226 0.394 0.000
H -4.893 0.875 2.040 0.000
H -3.225 -1.886 0.386 0.000
H -1.839 -2.517 1.264 0.000
H -0.623 -1.915 -0.407 0.000
H -0.734 3.794 1.162 0.000
H -0.068 3.323 -0.424 0.000
H 1.033 2.498 2.277 0.000
H 1.662 3.732 1.168 0.000
H 3.240 3.699 2.546 0.000
H 3.811 4.455 1.036 0.000
H 4.954 3.837 2.228 0.000
H 6.034 1.806 1.584 0.000
H 5.830 2.605 0.010 0.000
H 5.065 -0.256 0.787 0.000
H 5.775 0.322 -0.748 0.000
H 3.880 -1.941 -3.519 0.003
H 3.560 0.338 -2.732 0.000
H 1.996 -0.479 -2.573 0.000
Cl 3.519 -6.904 -2.459 0.094
C 2.884 -5.430 -1.899 0.191
C 1.803 -5.441 -1.009 -0.006
C 1.293 -4.248 -0.600 0.131
Cl -0.026 -4.272 0.506 0.034
C 1.806 -2.952 -1.038 0.093
O 1.204 -1.908 -0.675 0.272
C 2.962 -3.005 -1.924 0.131
C 3.700 -1.800 -2.451 0.017
O 3.008 -0.239 -0.820 -0.001
C 3.445 -4.224 -2.328 -0.010
H 1.385 -6.375 -0.662 -0.003
H 4.683 -1.776 -1.971 0.006
H 4.291 -4.264 -3.001 -0.003
C -3.729 -1.757 -2.054 0.000
Si -2.048 -0.954 -1.986 0.000
C -2.173 0.853 -2.398 0.000
C -0.852 -1.796 -3.132 0.000
N -1.354 -1.207 -0.323 0.000
C -2.477 -0.525 1.838 0.000
C -3.567 -0.992 2.770 0.001
C -3.475 -0.915 4.107 0.000
C -2.283 -0.401 4.696 0.002
C -1.155 -0.119 3.941 0.000
C -1.200 -0.268 2.580 0.000
H -3.995 -1.910 -3.103 0.000
H -4.518 -1.143 -1.614 0.000
H -3.749 -2.741 -1.579 0.000
H -2.445 0.970 -3.450 0.000
H -1.209 1.339 -2.234 0.000
H -2.931 1.371 -1.807 0.000
H -1.288 -1.880 -4.130 0.000
H -0.601 -2.805 -2.797 0.000
H 0.070 -1.220 -3.218 0.000
H -4.461 -1.399 2.314 0.000
H -4.285 -1.252 4.739 0.000
H -2.234 -0.310 5.776 0.000
H -0.222 0.115 4.434 0.000
H -0.283 -0.253 1.964 -0.001
```

Computed properties:
- charge = +2
- 2S+1 = 2
- frontier orbital gap (spin up / spin down) (Eh) = 0.1488 / 0.1491
- <S²> = 0.78
- calculated total energy (eV) = -79971.2458